Molecular formula: C41H103N3O9PS
Method: DFT, the ωB97M-V functional and the def2-TZVPD basis

Structure (XYZ):
```
158
Properties=species:S:1:pos:R:3:forces:R:3
C -2.8239 -1.0287 0.7349 -0.069 -0.006 -0.013
C -1.9208 -0.0442 -0.0121 -0.131 0.200 -0.013
C -1.9090 1.3619 0.6297 -0.247 -0.451 -0.075
C -0.6565 2.2191 0.5320 -0.006 0.112 -0.526
C 0.0344 2.1016 -0.8205 0.340 -0.274 0.269
N 0.3405 2.0646 1.6882 0.096 0.547 0.152
C -0.3269 2.5901 2.9658 0.328 0.022 -0.021
S 0.6568 2.4014 4.4362 -0.020 -0.224 -0.047
C 1.4993 3.9994 4.5459 0.183 -0.020 0.287
C 2.5598 3.8759 5.6455 -0.252 -0.097 0.004
O 1.3688 3.0387 1.4333 -0.159 -0.267 0.220
C 2.6671 2.5898 0.9772 0.314 0.025 -0.252
C 3.7069 2.5058 2.1019 0.048 0.321 0.131
N 4.8600 1.6856 1.8271 0.112 -0.187 -0.192
C 4.6717 0.2437 1.7090 0.141 0.154 0.042
C 4.8801 -0.4667 3.0462 -0.093 -0.124 0.083
C 4.2657 -1.8535 3.0522 -0.005 0.185 -0.344
O 4.2593 0.2856 4.0907 -0.248 -0.386 0.048
P 0.8797 0.3393 2.0128 -0.262 -1.306 0.386
N -0.1448 -0.6152 2.6568 0.030 1.104 -0.174
H -3.3483 -1.6833 0.0430 0.026 -0.095 -0.044
H -2.2550 -1.6592 1.4139 0.051 0.015 0.120
H -3.5850 -0.4986 1.3098 -0.052 0.043 0.033
H -0.9167 -0.4544 -0.1040 0.078 -0.113 -0.044
H -2.3245 0.0597 -1.0183 0.236 0.013 -0.174
H -2.2917 1.2860 1.6448 -0.002 0.183 0.087
H -2.6523 1.9581 0.0988 -0.152 0.096 0.137
H -0.9612 3.2596 0.6395 -0.032 0.083 0.172
H 0.6007 1.1765 -0.9224 -0.060 -0.107 -0.043
H 0.7184 2.9270 -0.9932 -0.077 0.142 -0.103
H -0.7294 2.0819 -1.5911 -0.048 0.086 -0.078
H -1.2558 2.0517 3.1007 -0.144 0.009 -0.115
H -0.5135 3.6386 2.7539 -0.157 0.065 -0.025
H 1.9494 4.2447 3.5921 -0.013 0.079 -0.126
H 0.7625 4.7535 4.8073 -0.092 0.054 -0.043
H 2.2887 3.1117 6.3741 -0.048 -0.020 0.052
H 2.6397 4.8082 6.1951 0.194 0.128 -0.052
H 3.5238 3.5968 5.2315 0.119 0.038 -0.013
H 2.9625 3.3813 0.2883 -0.106 0.039 -0.090
H 2.6156 1.6885 0.3662 -0.177 -0.157 0.166
H 4.0679 3.5202 2.2812 -0.011 0.057 0.073
H 3.2435 2.1871 3.0316 -0.123 -0.176 0.031
H 5.4167 2.0486 1.0697 0.015 0.085 -0.029
H 3.6865 -0.0301 1.3145 -0.133 0.018 -0.104
H 5.3996 -0.1344 0.9924 -0.022 -0.119 -0.054
H 5.9520 -0.5491 3.2317 0.089 0.144 0.067
H 3.1984 -1.7687 3.2599 -0.073 -0.065 0.062
H 4.3813 -2.3149 2.0720 0.054 -0.128 -0.069
H 4.7252 -2.4993 3.7920 -0.052 -0.028 0.158
H 4.8932 0.9156 4.4259 0.239 0.307 0.071
H 1.2792 -0.0069 0.7202 0.111 0.085 -0.154
H 2.0644 0.4618 2.7276 0.222 0.425 -0.078
H -1.0431 -0.2288 2.9131 -0.173 -0.500 0.118
C -0.1370 -3.1490 5.6928 0.001 -0.115 0.036
C -0.4125 -3.5903 4.2665 -0.035 0.064 -0.062
O -0.1789 -4.9627 4.0191 0.103 -0.067 -0.001
C -0.9587 -5.8852 4.7624 -0.076 0.016 0.026
C -2.4557 -5.6807 4.6009 0.049 0.041 -0.083
H 0.8923 -3.3772 5.9714 0.016 0.013 0.004
H -0.2915 -2.0726 5.7801 0.022 0.019 -0.010
H -0.7953 -3.6399 6.4115 -0.031 0.028 -0.017
H 0.2540 -3.0656 3.5844 0.001 0.010 -0.009
H -1.4340 -3.3168 3.9720 -0.006 0.004 0.034
H -0.6843 -5.8746 5.8240 0.029 0.092 -0.016
H -0.6690 -6.8593 4.3700 -0.025 -0.033 0.021
H -2.7844 -4.7231 5.0061 -0.008 -0.016 0.063
H -3.0050 -6.4659 5.1204 0.017 -0.032 -0.022
H -2.7183 -5.7035 3.5423 -0.062 -0.036 0.008
C -3.8337 7.2481 -0.9376 0.028 -0.110 -0.111
C -3.3019 6.2713 0.0939 0.011 0.109 0.160
O -2.8827 5.0203 -0.4344 0.097 -0.066 0.097
C -1.8560 5.0886 -1.4118 0.041 -0.001 -0.130
C -0.5682 5.7461 -0.9410 -0.031 -0.043 0.038
H -4.6716 6.8120 -1.4816 -0.023 0.007 0.002
H -4.1753 8.1561 -0.4415 -0.021 0.000 0.021
H -3.0731 7.5349 -1.6646 0.015 0.040 0.038
H -4.0877 6.0274 0.8094 -0.013 -0.043 -0.018
H -2.4849 6.7281 0.6657 0.002 0.021 -0.029
H -2.2153 5.5840 -2.3188 -0.023 0.022 0.020
H -1.6680 4.0485 -1.6832 -0.009 0.061 -0.036
H -0.7115 6.7953 -0.6835 -0.005 0.024 -0.056
H 0.1786 5.6963 -1.7355 -0.016 -0.017 -0.027
H -0.1700 5.2429 -0.0566 0.034 -0.018 0.039
C -3.6115 -5.8835 -1.9366 -0.086 0.025 0.014
C -3.1734 -4.5614 -1.3325 0.093 -0.032 -0.007
O -4.2421 -3.7062 -0.9635 -0.014 0.031 -0.038
C -5.1445 -4.2192 0.0036 -0.067 -0.021 0.049
C -4.4933 -4.5635 1.3319 0.097 0.080 -0.014
H -4.2430 -5.7151 -2.8092 -0.001 -0.002 -0.015
H -2.7369 -6.4565 -2.2451 0.017 0.005 -0.016
H -4.1715 -6.4940 -1.2275 0.042 -0.014 0.021
H -2.6060 -3.9905 -2.0687 0.006 0.007 -0.006
H -2.5051 -4.7347 -0.4803 -0.034 -0.007 0.018
H -5.6898 -5.0824 -0.3924 0.044 -0.014 -0.021
H -5.8751 -3.4227 0.1459 -0.016 -0.001 0.001
H -3.7622 -5.3673 1.2399 -0.046 -0.047 -0.014
H -5.2487 -4.8815 2.0508 -0.023 0.003 -0.009
H -3.9783 -3.6893 1.7346 0.004 -0.009 0.038
C 2.2840 -2.3089 -1.6975 0.000 0.062 0.058
C 3.6782 -2.0691 -2.2544 -0.020 0.065 -0.053
O 4.7045 -2.7437 -1.5583 0.030 0.054 0.104
C 4.6052 -4.1624 -1.5234 -0.033 -0.099 0.024
C 4.5864 -4.8144 -2.8919 0.000 0.095 -0.086
H 2.2510 -2.0399 -0.6389 -0.025 -0.015 0.047
H 1.5608 -1.6961 -2.2396 -0.011 0.011 -0.001
H 1.9656 -3.3472 -1.7863 0.021 -0.006 -0.047
H 3.9350 -1.0115 -2.1598 -0.019 0.012 -0.025
H 3.7031 -2.3044 -3.3242 0.003 -0.064 0.015
H 3.7275 -4.4693 -0.9424 -0.020 0.031 -0.020
H 5.4819 -4.4848 -0.9628 0.020 0.006 -0.003
H 3.7147 -4.5254 -3.4805 -0.028 -0.069 0.005
H 4.5605 -5.8988 -2.7871 0.016 -0.014 0.017
H 5.4783 -4.5427 -3.4581 0.018 -0.012 0.006
C -3.7651 4.2644 4.2533 -0.002 -0.093 0.019
C -4.1718 3.6908 2.9068 -0.033 0.113 -0.012
O -4.2423 2.2754 2.8725 0.301 -0.116 -0.047
C -5.1347 1.6623 3.7936 -0.094 -0.025 0.090
C -6.5812 2.0886 3.6278 0.029 0.046 -0.072
H -2.8017 3.8595 4.5727 0.019 0.003 0.020
H -3.6794 5.3490 4.1824 0.017 0.015 -0.012
H -4.4925 4.0413 5.0339 -0.019 0.039 -0.012
H -3.4267 3.9564 2.1530 -0.027 -0.036 -0.066
H -5.1206 4.1265 2.5751 -0.003 -0.003 0.035
H -4.7997 1.8317 4.8230 0.004 0.038 -0.016
H -5.0393 0.5936 3.6001 0.010 -0.010 -0.006
H -6.7222 3.1515 3.8264 -0.002 -0.005 0.047
H -7.2093 1.5369 4.3269 -0.002 -0.021 -0.001
H -6.9276 1.8839 2.6145 -0.008 -0.006 -0.003
C 1.2383 5.2845 -6.8345 -0.045 -0.080 0.044
C 1.6913 5.6874 -5.4433 0.036 0.074 -0.056
O 1.1553 4.8831 -4.4011 -0.027 0.022 0.134
C 1.4672 3.5049 -4.4598 0.000 -0.077 -0.043
C 2.9530 3.1930 -4.3908 0.002 0.070 0.038
H 0.1504 5.3017 -6.9035 -0.013 0.011 -0.009
H 1.6434 5.9803 -7.5687 -0.006 0.026 -0.003
H 1.5785 4.2846 -7.1069 0.046 0.023 -0.014
H 1.3430 6.6948 -5.2181 -0.001 0.011 0.007
H 2.7852 5.7095 -5.3871 -0.006 -0.045 0.004
H 1.0229 3.0437 -5.3487 0.024 0.020 -0.020
H 0.9613 3.0713 -3.5961 -0.034 -0.030 0.026
H 3.4976 3.5945 -5.2448 -0.009 -0.029 -0.030
H 3.1049 2.1126 -4.3833 -0.006 -0.007 0.014
H 3.3921 3.6154 -3.4846 0.005 -0.004 -0.006
C 0.3483 -6.2818 -6.9885 0.078 -0.036 -0.014
C 1.0359 -5.2618 -6.0980 -0.083 0.027 -0.002
O 2.4211 -5.4895 -5.9122 0.027 0.043 0.107
C 3.2181 -5.4792 -7.0843 0.058 -0.032 -0.060
C 3.1862 -4.1675 -7.8492 -0.052 0.030 0.061
H 0.4886 -7.2888 -6.5950 -0.007 -0.012 0.006
H -0.7206 -6.0720 -7.0345 -0.016 -0.001 0.019
H 0.7323 -6.2617 -8.0088 -0.028 0.037 -0.010
H 0.6124 -5.3066 -5.0937 -0.004 0.005 0.008
H 0.8575 -4.2470 -6.4741 0.025 -0.013 -0.029
H 2.9460 -6.3113 -7.7427 -0.035 0.014 0.000
H 4.2301 -5.6745 -6.7299 0.011 -0.011 0.001
H 2.1924 -3.9398 -8.2360 0.005 -0.027 -0.036
H 3.8665 -4.2201 -8.6993 0.023 -0.002 0.002
H 3.4979 -3.3423 -7.2070 0.007 0.007 -0.002
```
Forces are in eV/Å.

Properties
- orbital gap (hartree) = 0.342
- DFT total energy (Ha) = -3204.44996
- total charge = +1